{"formula": "C16H15F5NO19", "method": "the ωB97M-V functional and the def2-TZVPD basis", "elements": ["O", "N", "O", "C", "O", "O", "C", "C", "O", "C", "O", "O", "F", "H", "H", "H", "C", "C", "O", "C", "O", "O", "F", "H", "H", "H", "C", "C", "O", "C", "O", "O", "F", "H", "H", "H", "C", "C", "O", "C", "O", "O", "F", "H", "H", "H", "C", "C", "O", "C", "O", "O", "F", "H", "H", "H"], "positions_angstrom": [[1.839789, 2.405016, 1.899845], [1.124001, 1.388417, 1.888482], [1.513519, 0.696435, 0.803552], [2.965002, 0.457255, 0.781395], [3.458821, -0.544898, 1.526124], [3.935613, 1.205830, -0.048919], [0.452534, 4.597740, 5.028859], [-0.470476, 3.485027, 4.666062], [-0.161132, 2.480703, 5.605488], [0.268035, 3.150253, 6.711920], [0.365142, 2.649702, 7.820022], [0.569408, 4.454587, 6.430215], [-0.193393, 3.012109, 3.430248], [1.441478, 4.494558, 4.569802], [0.045061, 5.578086, 4.767555], [-1.532804, 3.741621, 4.737746], [-2.218153, 1.963332, -1.151247], [-1.652150, 3.094380, -1.939963], [-1.577699, 4.144791, -1.002959], [-1.401977, 3.533255, 0.201955], [-1.022924, 4.104755, 1.210703], [-1.695041, 2.198402, 0.140668], [-2.497686, 3.464118, -2.927903], [-3.312328, 1.982271, -1.108693], [-1.898725, 0.989617, -1.532345], [-0.657204, 2.899200, -2.354096], [-5.531127, 0.388387, -5.313382], [-4.603611, 1.530847, -5.550444], [-4.174176, 1.881071, -4.254368], [-4.227976, 0.723175, -3.538088], [-3.679467, 0.558516, -2.461104], [-4.965771, -0.234959, -4.177705], [-5.263043, 2.585498, -6.080087], [-6.550927, 0.712100, -5.079700], [-5.567485, -0.300707, -6.161450], [-3.736076, 1.283272, -6.171418], [2.481447, -2.597782, -1.768929], [1.695761, -3.334768, -2.799099], [0.414095, -2.754326, -2.713642], [0.631210, -1.475337, -2.296846], [-0.197090, -0.582674, -2.367143], [1.894170, -1.312376, -1.796996], [1.592153, -4.644582, -2.480806], [2.371687, -3.025097, -0.766560], [3.545703, -2.548008, -2.014435], [2.081052, -3.228017, -3.818744], [3.491097, -5.704948, 3.103010], [2.550532, -5.148035, 2.089656], [3.373513, -4.914682, 0.969330], [4.366669, -5.843227, 1.059432], [5.111853, -6.139708, 0.140373], [4.421264, -6.408193, 2.304144], [2.044799, -3.963566, 2.500669], [4.013991, -4.926465, 3.668638], [2.993259, -6.376231, 3.807942], [1.735779, -5.825741, 1.813234]], "forces_ev_per_angstrom": [[-2.5621, -2.4570, 1.7968], [3.3081, 4.5435, -1.1251], [0.7816, -2.4250, -0.7052], [9.1915, -1.2120, -1.0714], [-3.8968, 4.5073, -3.0876], [-6.5160, -3.2583, 3.8359], [0.4158, 1.1440, -0.5825], [0.0437, -0.5972, -1.6217], [0.0440, 0.7101, 1.0602], [0.4144, -1.1762, 2.5032], [-0.1595, 1.1657, -2.3879], [-0.2994, -0.9700, 0.6594], [-0.4944, 0.1616, 0.8230], [-0.2421, -0.2220, -0.1268], [0.0508, -0.1398, 0.2198], [0.0373, -0.0990, -0.1103], [0.0048, -1.0425, 0.2269], [-0.0271, 0.0769, -0.3974], [0.3531, -0.4125, 0.4539], [0.8549, 0.7150, 2.8886], [-1.1273, -1.0231, -2.4609], [0.5818, 1.5970, 0.3561], [-0.0472, 0.3531, -0.4274], [0.4901, 0.3723, 0.0945], [0.1527, 0.4035, 0.5119], [-0.1415, 0.0856, -0.0859], [-0.7643, -0.8063, -0.5948], [-0.0266, 0.7370, -0.2248], [-0.0281, -1.0746, -0.0469], [1.2269, -0.6926, 2.8415], [-2.3534, -0.3738, -3.6456], [0.6042, 0.5572, 0.4802], [0.0254, 0.2444, -0.2479], [0.1721, 0.2198, -0.0878], [0.0831, -0.0276, 0.2581], [-0.0920, 0.1890, -0.0137], [1.1842, 0.0135, 0.5932], [-0.0659, -0.5223, 0.0738], [0.2622, 0.5965, -0.1646], [-1.2112, 2.6377, 0.5419], [1.6631, -2.0216, 0.0374], [-1.4617, 0.0150, -0.7366], [-0.0624, -0.4562, -0.1904], [-0.0492, -0.0873, -0.1941], [-0.2058, 0.2183, 0.1039], [-0.0903, -0.2090, 0.0388], [0.0444, -0.2972, 1.2496], [-0.6254, 1.0903, 0.1397], [0.4237, -1.0098, 0.1412], [2.0952, -0.6562, -2.2708], [-1.7109, 0.6619, 2.2112], [0.0639, 0.1658, -1.0445], [-0.2183, -0.1555, -0.0894], [-0.2369, 0.1113, -0.2008], [0.1833, -0.0415, -0.1938], [-0.0405, 0.1728, -0.0041]], "total_charge": -1, "total_energy_ha": -2602.26529, "gap_ev": 6.259}



{"formula": "ClH2NO2S", "method": "the ωB97M-V functional and the def2-TZVPD basis", "elements": ["N", "S", "O", "O", "Cl", "H", "H"], "positions_angstrom": [[1.074264, 0.063466, -0.086441], [-0.546657, 0.418254, 0.151603], [-0.948262, 1.036773, -1.189453], [-0.921638, 0.909037, 1.399807], [-1.302128, -1.483170, -0.047219], [1.115997, -0.506468, -0.923853], [1.528422, -0.437892, 0.695553]], "forces_ev_per_angstrom": [[-0.3792, 0.2237, 1.4283], [-0.3105, 0.1452, -7.8451], [1.2931, -1.6219, 5.0003], [0.2288, 0.7267, 1.5776], [-0.3188, -0.1177, 0.3900], [0.0536, 0.1864, -0.1505], [-0.5670, 0.4575, -0.4006]], "e_above_lowest_kcal_mol": 4.7, "total_energy_ha": -1064.78487, "gap_ev": 11.488}



{"formula": "C5H7NO", "method": "the ωB97M-V functional and the def2-TZVPD basis", "elements": ["C", "C", "O", "C", "C", "C", "N", "H", "H", "H", "H", "H", "H", "H"], "positions_angstrom": [[-1.851266, -0.609164, -0.997427], [-1.371256, 0.094383, 0.011996], [-1.320947, 1.510254, -0.012383], [-0.575993, -0.425077, 1.172210], [0.848014, -0.242175, 0.874975], [1.800205, 0.120691, 0.215522], [2.980133, 0.271426, -0.425722], [-2.653783, -0.251365, -1.623408], [-1.485142, -1.588570, -1.241092], [-1.832476, 1.893566, -0.735110], [-0.786349, -1.482196, 1.346176], [-0.813083, 0.167796, 2.059952], [3.513077, 1.105962, -0.215628], [3.548866, -0.565532, -0.430060]], "forces_ev_per_angstrom": [[-0.7091, -0.3669, -0.2026], [0.6833, 1.9405, -0.5796], [-0.7775, -1.2004, 1.0360], [0.5272, 0.1775, -0.2566], [0.5450, 0.6167, -0.7232], [0.0657, -0.7575, 0.8437], [0.1640, 0.1410, -0.1588], [0.3928, 0.5287, -0.5131], [-0.3255, -0.5952, 0.6173], [0.0520, -0.4608, -0.1025], [-0.1389, 0.1852, 0.0703], [-0.2522, -0.2294, 0.0010], [-0.1795, -0.1595, 0.0217], [-0.0472, 0.1804, -0.0535]], "e_above_lowest_kcal_mol": 75.5, "total_energy_ha": -324.60413, "gap_ev": 8.993}



{"formula": "C11H10ClO2S2", "method": "the ωB97M-V functional and the def2-TZVPD basis", "elements": ["C", "S", "S", "C", "C", "O", "C", "C", "C", "C", "C", "Cl", "C", "C", "C", "O", "H", "H", "H", "H", "H", "H", "H", "H", "H", "H"], "positions_angstrom": [[-0.247101, -0.494786, 3.024533], [1.296073, -0.399236, 3.166333], [-1.799918, -0.570827, 3.022069], [4.578682, -0.516316, -0.048921], [3.366418, 0.366883, -0.222471], [2.219058, -0.502579, -0.168286], [1.046333, 0.157540, -0.409818], [-0.110706, -0.668845, -0.120829], [-1.418240, -0.301316, -0.434815], [-1.707716, 0.986873, -0.996881], [-3.010650, 1.455612, -1.069977], [-3.293996, 3.045442, -1.634862], [-4.091015, 0.630820, -0.711664], [-3.835675, -0.676831, -0.273228], [-2.541085, -1.135238, -0.130017], [1.077120, 1.332742, -0.790285], [5.455337, 0.096604, 0.173349], [4.441076, -1.243906, 0.756800], [4.776887, -1.067730, -0.973063], [3.307486, 1.110280, 0.591611], [3.398667, 0.876749, -1.197394], [0.091493, -1.635167, 0.331626], [-0.875374, 1.617120, -1.285129], [-5.100144, 1.008401, -0.819006], [-4.674084, -1.335150, -0.038489], [-2.348927, -2.137138, 0.258816]], "forces_ev_per_angstrom": [[-0.4317, 0.0627, 0.2410], [0.1159, -0.0236, -0.0633], [0.3930, 0.0181, -0.1169], [0.2453, -0.1539, -0.1444], [-0.2339, -0.3977, 0.1042], [0.9710, 0.3978, 0.0942], [-1.9458, -0.3459, 0.2879], [1.8724, 0.2228, -0.3638], [-0.9956, 0.6832, -0.0379], [-0.4670, 0.1244, 0.1749], [0.4612, -2.1572, 0.4938], [-0.2664, 0.8726, -0.3340], [-0.0902, 0.1967, -0.1404], [0.0069, 0.4485, -0.1941], [0.4149, 0.1002, 0.0028], [0.2832, -0.3117, 0.0111], [0.0332, -0.0488, -0.0067], [-0.0255, 0.1688, -0.0363], [0.0027, -0.0409, 0.1322], [-0.0957, -0.1400, -0.4047], [-0.0728, 0.0315, 0.4590], [-0.0342, 0.0271, -0.1907], [-0.2208, -0.0515, 0.1095], [-0.0170, -0.0648, 0.0618], [0.1668, 0.1776, -0.0185], [-0.0697, 0.2042, -0.1207]], "total_charge": -1, "total_energy_ha": -1832.26417, "gap_ev": 5.475}



{"formula": "C31H52P2Sn", "method": "the ωB97M-V functional and the def2-TZVPD basis", "elements": ["Sn", "C", "C", "C", "C", "C", "C", "H", "H", "H", "C", "H", "H", "H", "C", "H", "H", "H", "C", "H", "H", "H", "C", "H", "H", "H", "C", "C", "C", "C", "C", "C", "C", "C", "H", "H", "H", "H", "H", "H", "H", "H", "H", "H", "H", "H", "P", "C", "H", "H", "H", "C", "H", "H", "H", "C", "H", "H", "H", "P", "C", "H", "H", "H", "C", "H", "H", "H", "C", "H", "H", "H", "C", "C", "C", "C", "C", "C", "C", "H", "H", "H", "H", "H", "H", "H"], "positions_angstrom": [[0.371343, 0.039334, -0.797690], [-1.861794, 1.575202, 0.188742], [-2.343305, 0.677044, -0.823078], [-2.079502, -0.520952, 1.137331], [-1.780110, 0.846887, 1.412322], [-2.463670, -0.625892, -0.222354], [-1.776549, 3.037347, 0.016432], [-1.397882, 3.285018, -0.980086], [-1.119995, 3.490999, 0.762022], [-2.777601, 3.484362, 0.116021], [-1.742795, 1.438896, 2.767582], [-1.509831, 2.509363, 2.712734], [-1.014692, 0.947487, 3.426472], [-2.729277, 1.319800, 3.252350], [-2.236438, -1.611999, 2.123012], [-3.305999, -1.759120, 2.342707], [-1.732871, -1.391694, 3.067026], [-1.843312, -2.555311, 1.719476], [-3.140871, -1.791061, -0.820740], [-4.232864, -1.713961, -0.696933], [-2.822216, -2.716323, -0.335920], [-2.909987, -1.849432, -1.889466], [-2.949506, 1.129859, -2.096597], [-3.934532, 1.606802, -1.918409], [-3.102749, 0.308342, -2.806572], [-2.313550, 1.876400, -2.592204], [1.607225, 0.454405, -3.381173], [0.568696, 1.325100, -3.524556], [-0.037457, 1.561767, -4.864740], [-0.905710, 0.421467, -5.481573], [-1.032068, -0.853368, -4.695913], [-0.001979, -1.694646, -4.587697], [1.327173, -1.373108, -5.221826], [2.184979, -0.260181, -4.551856], [0.744728, 1.797396, -5.605885], [-0.508983, 0.222730, -6.495114], [-0.683281, 2.451585, -4.797957], [2.456963, 0.459863, -5.341189], [2.108570, 0.251234, -2.417797], [0.153684, 1.893537, -2.683755], [3.127940, -0.731791, -4.230767], [1.945863, -2.283590, -5.204704], [-0.044117, -2.643728, -4.036973], [1.202889, -1.092389, -6.283465], [-1.915674, 0.840347, -5.607335], [-2.014489, -1.017741, -4.232954], [1.843102, 1.907095, 0.656334], [1.472667, 2.711730, 2.258098], [2.301888, 3.371873, 2.534377], [1.345390, 2.002751, 3.076872], [0.555806, 3.305455, 2.186015], [3.530215, 1.265613, 0.864745], [4.183645, 2.038314, 1.281267], [3.937583, 0.935472, -0.095367], [3.524248, 0.406324, 1.539764], [2.018479, 3.358130, -0.436500], [2.440570, 3.079495, -1.405449], [2.660271, 4.110793, 0.031940], [1.034804, 3.802154, -0.622186], [1.061695, -2.543227, -0.155194], [-0.177851, -3.755592, -0.738271], [0.288738, -4.641410, -1.174219], [-0.851458, -3.305160, -1.470394], [-0.793580, -4.070166, 0.113391], [2.668617, -2.709390, -1.019417], [2.580530, -2.775884, -2.106465], [3.212502, -3.580412, -0.646233], [3.274335, -1.823842, -0.799985], [1.476723, -3.355244, 1.429706], [1.749513, -4.397106, 1.240046], [0.619572, -3.346921, 2.107234], [2.304066, -2.846701, 1.926895], [0.889037, -0.577893, 2.392137], [1.594185, -0.817041, 3.598950], [0.819277, -0.789661, 4.790499], [1.386344, -0.988197, 6.043598], [2.753034, -1.254251, 6.155248], [3.547488, -1.331731, 5.006299], [2.989802, -1.131359, 3.734257], [0.126675, -1.303750, 2.132197], [0.476129, 0.431987, 2.261355], [-0.250035, -0.610922, 4.680746], [0.752149, -0.934251, 6.926917], [3.210305, -1.408896, 7.135702], [4.621752, -1.555224, 5.088087], [3.589094, -1.217442, 2.818056]], "forces_ev_per_angstrom": [[-1.4962, 0.1191, 0.5567], [0.1953, -0.9930, 0.7516], [-0.1761, 0.9032, 0.7657], [-0.8724, -0.8205, -2.2477], [-0.2411, 1.3634, -1.2930], [0.5960, -0.3799, 2.0439], [-0.1543, 0.5377, -0.0614], [-0.0454, 0.1623, 0.1073], [-0.1272, 0.1092, -0.1189], [0.3137, 0.1074, -0.0459], [0.1022, 0.2970, 0.3615], [-0.1386, -0.2840, 0.1961], [-0.2409, 0.1851, -0.0663], [0.3083, 0.0947, -0.1995], [-0.2547, -0.2838, 0.3231], [0.2866, -0.1040, 0.0009], [-0.1109, -0.1061, -0.0668], [-0.1543, 0.0967, 0.2217], [-0.0598, -0.3494, -0.3809], [0.2614, -0.0306, -0.1219], [-0.1436, 0.0361, -0.1244], [-0.2133, -0.1994, 0.0695], [0.0869, -0.0626, -0.5633], [0.4281, -0.1911, 0.0332], [-0.0315, 0.1654, 0.2394], [-0.2160, -0.0458, 0.1068], [-1.1701, 1.2045, -0.3169], [1.4473, -1.0242, 0.2115], [-0.2746, 0.7976, -0.3766], [-0.6280, 0.1541, -0.3221], [0.0470, -0.0089, 0.1728], [0.0649, 0.0653, 0.2318], [0.1942, -0.6205, -0.3172], [0.9363, -0.3086, -0.1422], [-0.1240, 0.0465, 0.4266], [-0.2980, -0.0456, 0.4704], [0.3565, -0.2085, -0.0818], [-0.0363, -0.0781, 0.4033], [-0.0141, 0.3383, -0.3359], [0.1719, -0.1653, -0.1728], [-0.2349, 0.2864, -0.1699], [-0.2925, 0.2564, -0.2273], [-0.3118, 0.3915, -0.1801], [-0.0920, -0.2574, 0.4414], [0.3337, -0.2230, -0.1628], [0.5204, -0.3307, -0.1644], [0.5436, 0.5286, 0.1629], [-0.2195, -0.0440, 0.1816], [-0.0620, -0.0361, -0.2216], [0.0841, -0.0302, -0.0910], [0.2239, -0.0569, -0.0674], [0.1549, -0.0777, -0.0094], [-0.0431, -0.0857, -0.0760], [-0.0309, 0.1088, 0.0275], [-0.0550, 0.1874, -0.0215], [-0.0959, -0.0262, -0.1690], [0.0235, -0.0322, 0.0861], [-0.0504, -0.1203, -0.0572], [0.1258, -0.0379, 0.0969], [0.5163, -1.0645, 0.8239], [-0.1920, 0.2334, -0.5070], [0.0446, 0.0688, 0.0456], [0.1210, -0.1149, -0.0865], [0.2536, 0.1217, -0.0913], [-0.0072, -0.0505, -0.3174], [-0.1079, -0.0348, 0.0661], [-0.1008, 0.0111, -0.1204], [-0.0528, -0.0544, 0.0727], [0.0408, 0.1804, 0.2166], [0.0125, 0.0926, -0.1100], [0.0843, -0.0157, -0.0762], [-0.0772, -0.1324, -0.0618], [-1.6064, 0.7761, -1.0831], [2.2085, -0.8876, 2.8718], [0.3913, 0.0771, -0.6434], [0.1932, -0.0425, -0.1178], [0.1089, 0.0286, -0.1600], [0.0296, -0.0182, -0.3525], [-1.3094, 0.4237, 0.0089], [0.3339, -0.0697, -0.2369], [0.5305, -0.5269, -0.1853], [0.1781, -0.0090, 0.2793], [0.1998, -0.0590, -0.1637], [-0.2058, 0.0581, -0.3495], [-0.6219, 0.1053, 0.0003], [-0.0623, 0.0286, 0.5608]], "e_above_lowest_kcal_mol": 0.0, "total_charge": 2, "total_energy_ha": -2108.71064, "gap_ev": [5.654, 6.829]}



{"formula": "C8H8N4O2", "method": "the ωB97M-V functional and the def2-TZVPD basis", "elements": ["C", "C", "C", "C", "C", "C", "C", "C", "N", "N", "N", "N", "O", "O", "H", "H", "H", "H", "H", "H", "H", "H"], "positions_angstrom": [[-3.386472, -0.049141, -0.237719], [2.607806, -1.305279, 0.235823], [-2.743891, -0.803318, 0.725796], [3.389844, -0.585928, -0.611500], [-1.239866, 0.213434, -0.563486], [1.222542, 0.037507, -0.694772], [-0.097040, 2.424442, 1.049385], [-0.008586, 0.716564, -1.047558], [-2.443726, 0.514775, -1.027970], [1.265461, -0.928579, 0.223397], [-1.373995, -0.631791, 0.505843], [2.494161, 0.293908, -1.327291], [0.660399, 2.479375, 1.963933], [0.073391, 1.735730, -1.895593], [-4.399997, 0.212348, -0.374230], [3.054308, -2.080216, 0.774667], [-3.044559, -1.108751, 1.680164], [4.429066, -0.827773, -0.652038], [-0.898376, 3.090930, 0.554609], [-0.685865, -1.078588, 1.119642], [2.644401, 1.095819, -1.846020], [-0.876439, 2.173209, -1.741820]], "forces_ev_per_angstrom": [[1.7154, -0.5513, 0.7914], [-0.6193, 1.4495, -1.0681], [0.9804, 1.5622, -1.0648], [-2.2057, 0.5419, -0.3159], [-1.1131, -1.2152, 0.6427], [0.9584, 0.1229, -0.6423], [1.0977, -0.8937, 0.4106], [2.0562, -1.2446, 1.2253], [0.5433, 1.4608, -1.0096], [1.6851, 0.2709, -0.9274], [-1.4613, -0.5534, 0.8004], [-1.3555, -3.4294, 3.7723], [-1.7025, 0.6743, -1.4516], [-3.5285, 1.9062, 0.0837], [-0.8715, -0.1743, -0.0371], [-0.0831, -1.1150, 1.1771], [-0.6254, -0.9879, 0.8636], [0.4844, 0.7939, -0.9275], [0.7054, 0.1253, 0.9532], [0.0731, 0.6549, -0.9638], [0.6504, 1.5686, -1.1233], [2.6160, -0.9667, -1.1888]], "e_above_lowest_kcal_mol": 96.2, "total_energy_ha": -679.02735, "gap_ev": [7.363, 7.060]}